The following is a DFT calculation (ωB97M-V/def2-TZVPD) of a 16-piece molecular cluster, C64H176N16O16 overall.

Structure (ORCA input):
```
! RIJCOSX wB97M-V def2-TZVPD def2/J DEFGRID3
* xyz 0 1
C -5.22 -1.68 3.72
C -3.77 -2.12 3.80
C -2.79 -1.13 3.17
O -3.24 -0.81 1.86
C -3.01 -1.85 0.89
N -3.53 -2.35 5.27
H -5.41 -0.67 4.22
H -5.80 -2.43 4.25
H -5.66 -1.54 2.67
H -3.73 -3.10 3.33
H -1.72 -1.49 3.16
H -2.81 -0.19 3.70
H -2.07 -2.48 1.09
H -3.02 -1.46 -0.09
H -3.85 -2.60 0.92
H -2.65 -2.85 5.39
H -4.25 -2.93 5.71
C 7.94 1.28 -3.93
C 6.77 0.33 -3.60
C 6.16 0.91 -2.29
O 7.18 1.15 -1.34
C 7.28 0.12 -0.34
N 5.69 0.38 -4.58
H 7.38 2.18 -4.24
H 8.51 0.83 -4.80
H 8.63 1.44 -3.11
H 7.11 -0.68 -3.37
H 5.39 0.26 -1.89
H 5.65 1.87 -2.49
H 7.69 -0.81 -0.80
H 6.29 -0.04 0.13
H 7.92 0.42 0.49
H 5.11 1.17 -4.33
H 5.87 0.30 -5.57
C -1.34 -5.45 -2.37
C -1.41 -5.20 -0.81
C -2.17 -6.36 -0.18
O -3.52 -6.15 -0.50
C -4.33 -7.27 -0.46
N 0.00 -4.89 -0.36
H -2.32 -5.24 -2.80
H -0.97 -6.44 -2.55
H -0.61 -4.79 -2.87
H -1.87 -4.25 -0.56
H -1.98 -6.39 0.89
H -1.71 -7.31 -0.57
H -5.28 -6.82 -0.41
H -4.17 -7.96 0.40
H -4.20 -7.93 -1.31
H 0.72 -5.54 -0.54
H 0.00 -4.84 0.65
C -1.40 0.60 6.67
C -2.54 1.54 6.19
C -3.81 1.08 6.58
O -4.81 2.03 6.17
C -6.01 2.13 6.87
N -2.30 2.90 6.84
H -1.48 -0.40 6.27
H -1.54 0.53 7.76
H -0.42 1.03 6.40
H -2.51 1.53 5.06
H -3.79 0.97 7.68
H -4.06 0.08 6.16
H -6.46 3.06 6.60
H -5.80 2.17 7.97
H -6.68 1.28 6.66
H -3.07 3.56 6.61
H -1.47 3.32 6.50
C 1.12 8.37 2.90
C 0.07 7.38 2.51
C 0.07 6.15 3.50
O 1.34 5.52 3.56
C 1.30 4.37 4.46
N -1.23 7.99 2.85
H 2.06 7.87 2.99
H 0.90 8.72 3.89
H 1.13 9.12 2.16
H 0.04 7.08 1.43
H -0.79 5.54 3.21
H -0.20 6.51 4.48
H 2.26 3.98 4.49
H 0.61 3.58 4.06
H 0.93 4.69 5.45
H -1.97 7.83 2.19
H -1.16 8.93 3.15
C 4.77 -2.68 -7.66
C 5.72 -3.43 -6.71
C 5.11 -3.44 -5.32
O 3.92 -4.15 -5.40
C 3.32 -4.36 -4.17
N 6.05 -4.77 -7.15
H 4.42 -1.88 -7.07
H 3.94 -3.33 -7.89
H 5.16 -2.41 -8.62
H 6.59 -2.80 -6.58
H 5.02 -2.37 -5.01
H 5.83 -3.84 -4.54
H 2.58 -5.16 -4.25
H 2.90 -3.47 -3.74
H 4.10 -4.77 -3.46
H 6.33 -4.80 -8.15
H 5.20 -5.30 -7.07
C -8.42 -2.70 -5.92
C -7.84 -2.33 -4.57
C -6.69 -3.27 -4.30
O -6.00 -2.98 -3.12
C -5.00 -3.97 -2.89
N -7.26 -1.01 -4.61
H -9.08 -1.93 -6.14
H -9.03 -3.55 -5.80
H -7.73 -2.85 -6.81
H -8.68 -2.36 -3.86
H -5.93 -3.13 -5.10
H -6.89 -4.43 -4.37
H -5.43 -4.91 -2.55
H -4.30 -3.55 -2.15
H -4.35 -4.22 -3.79
H -6.88 -0.66 -3.72
H -6.48 -0.93 -5.28
C -3.97 4.40 3.75
C -4.20 3.77 2.36
C -4.06 4.79 1.23
O -2.71 5.17 1.18
C -2.31 5.69 -0.04
N -3.32 2.62 2.09
H -4.13 3.74 4.61
H -4.61 5.31 3.78
H -2.92 4.77 3.71
H -5.24 3.46 2.26
H -4.81 5.62 1.27
H -4.31 4.20 0.32
H -1.23 5.78 -0.12
H -2.76 6.73 -0.11
H -2.80 5.16 -0.87
H -3.67 1.92 1.50
H -2.40 3.01 1.80
C -0.40 -5.76 3.50
C 0.14 -4.37 3.63
C 0.41 -4.07 5.10
O -0.85 -4.03 5.80
C -0.60 -3.71 7.17
N 1.38 -4.26 2.83
H -1.31 -5.65 4.06
H 0.33 -6.53 3.93
H -0.74 -6.06 2.51
H -0.61 -3.67 3.21
H 0.90 -3.14 5.27
H 1.03 -4.87 5.49
H -1.58 -3.74 7.70
H -0.24 -2.63 7.35
H 0.12 -4.38 7.62
H 1.81 -3.32 2.90
H 2.14 -4.82 3.19
C 3.38 -1.16 5.28
C 3.26 -0.40 3.96
C 4.52 0.55 3.83
O 4.23 1.73 4.47
C 5.35 2.56 4.42
N 3.04 -1.39 2.86
H 2.47 -1.68 5.57
H 3.57 -0.37 6.04
H 4.25 -1.84 5.27
H 2.46 0.35 4.02
H 4.67 0.77 2.79
H 5.49 0.21 4.28
H 5.11 3.49 4.89
H 5.66 2.80 3.44
H 6.17 2.10 4.99
H 3.28 -0.97 1.95
H 3.70 -2.12 3.09
C -3.95 -0.47 -5.70
C -2.97 0.40 -6.54
C -1.72 0.49 -5.62
O -0.49 0.65 -6.25
C 0.25 -0.62 -6.38
N -2.55 -0.15 -7.81
H -4.41 0.16 -4.84
H -3.40 -1.34 -5.34
H -4.68 -0.94 -6.38
H -3.38 1.41 -6.72
H -1.72 -0.30 -4.86
H -1.79 1.42 -5.02
H 1.18 -0.36 -6.96
H -0.45 -1.36 -6.81
H 0.56 -0.92 -5.37
H -1.60 -0.04 -8.11
H -3.30 -0.12 -8.53
C -2.79 4.37 -4.61
C -1.60 4.64 -5.48
C -0.26 4.22 -4.76
O -0.15 4.63 -3.42
C 1.13 4.27 -2.93
N -1.57 4.08 -6.76
H -2.81 4.90 -3.65
H -2.89 3.22 -4.40
H -3.74 4.76 -5.17
H -1.63 5.76 -5.59
H 0.59 4.65 -5.39
H -0.22 3.13 -4.91
H 1.87 4.91 -3.42
H 1.26 3.20 -3.18
H 1.18 4.48 -1.83
H -1.29 4.68 -7.51
H -1.14 3.16 -6.88
C 4.21 2.24 0.16
C 3.75 3.40 1.03
C 4.57 4.63 0.74
O 5.86 4.46 1.19
C 6.72 5.58 1.37
N 2.28 3.63 0.92
H 5.23 2.44 -0.18
H 3.56 2.05 -0.72
H 4.18 1.27 0.72
H 4.09 3.12 2.05
H 4.02 5.41 1.22
H 4.58 4.88 -0.34
H 6.94 6.20 0.50
H 7.67 5.22 1.80
H 6.29 6.30 2.10
H 1.85 4.15 1.64
H 1.82 2.75 0.75
C 5.46 -4.29 3.60
C 5.74 -5.07 2.31
C 4.86 -4.69 1.05
O 4.92 -3.33 0.70
C 4.06 -2.94 -0.35
N 7.18 -4.88 2.02
H 5.48 -3.23 3.39
H 6.29 -4.49 4.28
H 4.50 -4.49 4.01
H 5.53 -6.12 2.52
H 3.76 -4.80 1.23
H 5.15 -5.33 0.24
H 3.67 -1.91 -0.34
H 3.18 -3.60 -0.31
H 4.56 -3.07 -1.30
H 7.59 -5.71 1.56
H 7.43 -4.12 1.39
C 0.76 0.36 -1.72
C 0.57 -0.84 -0.82
C 0.01 -0.41 0.55
O 0.89 0.54 1.07
C 0.65 1.02 2.39
N -0.27 -1.77 -1.45
H 1.13 0.09 -2.70
H 1.46 1.06 -1.31
H -0.28 0.76 -1.87
H 1.60 -1.24 -0.58
H -0.12 -1.31 1.16
H -1.02 -0.03 0.41
H 0.39 0.15 3.00
H -0.15 1.74 2.27
H 1.50 1.72 2.68
H -0.05 -2.79 -1.35
H -0.27 -1.67 -2.47
C -5.54 0.42 0.11
C -4.88 1.28 -0.86
C -3.42 0.82 -1.14
O -2.70 1.57 -2.10
C -2.34 2.89 -1.79
N -5.53 1.09 -2.21
H -5.29 -0.59 -0.16
H -6.61 0.60 0.20
H -5.09 0.54 1.05
H -4.88 2.31 -0.51
H -3.56 -0.19 -1.47
H -2.81 0.89 -0.23
H -3.24 3.56 -1.76
H -1.72 3.09 -2.61
H -1.80 2.98 -0.78
H -6.35 1.70 -2.31
H -4.87 1.34 -2.86
*
```

Calculated values
DFT total energy = -125811.0243 eV
strongest force on any atom = 4.7 eV/A
Kohn-Sham gap = 8.993 eV
LUMO energy = 0.47 eV
HOMO level = -8.520 eV